{
  "formula": "C79H74AsN5OP2RbS2",
  "method": "wB97M-V/def2-TZVPD",
  "elements": ["Rb", "S", "C", "N", "C", "C", "C", "C", "C", "C", "S", "H", "H", "H", "H", "C", "C", "C", "C", "C", "C", "C", "N", "C", "N", "C", "C", "C", "C", "C", "C", "C", "N", "C", "C", "C", "C", "C", "C", "C", "H", "H", "H", "H", "H", "H", "H", "H", "H", "H", "H", "H", "H", "H", "H", "H", "H", "H", "H", "H", "H", "H", "C", "C", "C", "C", "C", "O", "C", "N", "C", "C", "C", "C", "C", "C", "P", "C", "C", "C", "C", "C", "C", "C", "C", "C", "C", "C", "C", "H", "H", "H", "H", "H", "H", "H", "H", "H", "H", "H", "H", "H", "H", "H", "H", "H", "H", "H", "H", "H", "H", "H", "H", "C", "C", "As", "C", "C", "C", "C", "C", "C", "C", "C", "C", "C", "C", "C", "P", "C", "C", "C", "C", "C", "C", "C", "C", "C", "C", "C", "C", "H", "H", "H", "H", "H", "H", "H", "H", "H", "H", "H", "H", "H", "H", "H", "H", "H", "H", "H", "H", "H", "H", "H", "H"],
  "positions_angstrom": [[0.086080, -0.182459, -0.050872], [0.582901, -3.194056, 2.573591], [1.849733, -2.218128, 3.066827], [2.133431, -0.996392, 2.681907], [3.232287, -0.463586, 3.317328], [3.754671, 0.814896, 3.108818], [4.882721, 1.217735, 3.805264], [5.506037, 0.368085, 4.716771], [5.001584, -0.906496, 4.941054], [3.875283, -1.312576, 4.242037], [3.030647, -2.828314, 4.300171], [3.288919, 1.470946, 2.383282], [5.294128, 2.204013, 3.627001], [6.383871, 0.706082, 5.253157], [5.476509, -1.574289, 5.649301], [-2.635948, 4.364469, -5.757012], [-3.946301, 4.018485, -5.105834], [-5.123285, 4.660726, -5.458568], [-6.334172, 4.343453, -4.858045], [-6.362169, 3.366472, -3.875733], [-5.198384, 2.714353, -3.499848], [-3.984053, 3.023922, -4.114625], [-2.789591, 2.371724, -3.784975], [-2.715793, 1.488829, -2.655227], [-3.246344, 0.280372, -2.918390], [-3.437018, -0.832038, -2.035565], [-2.597281, -0.937554, -0.936229], [-2.824327, -2.074282, -0.144765], [-3.807049, -3.019381, -0.431616], [-4.619892, -2.850992, -1.545611], [-4.452428, -1.745119, -2.373321], [-5.332123, -1.587935, -3.591393], [-2.183374, 1.832705, -1.539963], [-1.682540, 3.126285, -1.362891], [-0.340838, 3.385801, -1.652291], [0.214047, 4.639262, -1.457713], [-0.573169, 5.663330, -0.948743], [-1.897114, 5.401990, -0.623723], [-2.468491, 4.146599, -0.810032], [-3.901890, 3.892236, -0.425024], [-2.779053, 5.095865, -6.551045], [-2.169214, 3.473111, -6.184542], [-1.932132, 4.788427, -5.032693], [-5.090038, 5.426737, -6.225543], [-7.240410, 4.857918, -5.150277], [-7.294307, 3.109548, -3.388159], [-5.226747, 1.970594, -2.714850], [-1.977695, 2.966894, -3.846633], [-3.576437, 0.173031, -3.862349], [-2.207383, -2.244139, 0.741901], [-3.944051, -3.888910, 0.206530], [-5.391927, -3.578363, -1.778257], [-6.108223, -2.354166, -3.595348], [-4.760248, -1.700917, -4.521134], [-5.824676, -0.614160, -3.627659], [0.250488, 2.558199, -2.019699], [1.259443, 4.815576, -1.686448], [-0.153544, 6.649744, -0.796281], [-2.514018, 6.192551, -0.209104], [-4.128717, 4.364315, 0.532472], [-4.088502, 2.822103, -0.343097], [-4.585338, 4.301221, -1.173491], [-1.776620, 2.769367, 1.502053], [-0.938192, 2.017791, 2.536223], [-1.343307, 0.543010, 2.585397], [0.574724, 2.250902, 2.335767], [0.995228, 3.615720, 2.915521], [1.783160, 4.223182, 1.884179], [1.710712, 3.393851, 0.803516], [1.066792, 2.311034, 0.948892], [2.431010, 3.909079, -0.383129], [2.801468, 5.257326, -0.336016], [3.489203, 5.858038, -1.371304], [3.839991, 5.104992, -2.479928], [3.482381, 3.768958, -2.537163], [2.770657, 3.142531, -1.515249], [2.329671, 1.351362, -1.635031], [3.933569, 0.633523, -1.066269], [3.937500, -0.192158, 0.051218], [5.123359, -0.752457, 0.514671], [6.311425, -0.503368, -0.146336], [6.319154, 0.320621, -1.268341], [5.142173, 0.887921, -1.720700], [2.484401, 1.041137, -3.450106], [1.840284, 1.860167, -4.381081], [1.817956, 1.536069, -5.728310], [2.431108, 0.373436, -6.174206], [3.064196, -0.455852, -5.261637], [3.091266, -0.126723, -3.913591], [-2.819730, 2.817871, 1.818309], [-1.744024, 2.250017, 0.541607], [-1.418762, 3.792325, 1.349127], [-1.144183, 2.434289, 3.529912], [-1.394575, 0.124125, 1.585964], [-2.335796, 0.440302, 3.025378], [-0.643580, -0.048898, 3.180234], [1.106396, 1.436042, 2.834813], [1.600258, 3.532648, 3.817369], [0.134136, 4.258965, 3.110850], [2.530227, 5.833637, 0.535428], [3.754877, 6.905696, -1.314545], [4.393615, 5.548488, -3.297983], [3.755576, 3.203109, -3.417499], [3.018566, -0.395125, 0.588860], [5.109700, -1.376435, 1.400896], [7.234379, -0.945878, 0.208098], [7.247591, 0.524643, -1.788062], [5.160825, 1.524802, -2.595967], [1.359462, 2.772211, -4.054412], [1.322002, 2.194884, -6.430770], [2.412020, 0.117167, -7.226089], [3.534360, -1.371958, -5.594555], [3.585255, -0.791797, -3.215408], [0.849623, -4.695956, -0.532944], [1.071760, -5.875509, -1.470353], [1.325695, -7.517808, -0.416266], [3.089395, -7.007712, 0.270605], [4.184989, -6.818287, -0.567641], [5.409123, -6.427542, -0.047959], [5.548312, -6.209258, 1.316967], [4.458081, -6.375212, 2.157816], [3.235703, -6.777434, 1.635358], [1.969333, -8.681625, -1.861321], [2.636467, -9.852651, -1.500362], [3.100000, -10.735784, -2.461704], [2.893357, -10.465893, -3.809022], [2.226422, -9.309453, -4.180851], [1.767294, -8.423456, -3.212827], [1.013928, -2.999638, -1.259365], [2.591769, -3.298668, -2.168037], [3.738845, -3.270461, -1.374220], [4.989721, -3.521896, -1.916124], [5.111502, -3.817887, -3.266496], [3.976522, -3.859436, -4.064536], [2.725053, -3.597611, -3.522540], [-0.201257, -2.978611, -2.629060], [-0.067840, -1.952533, -3.567260], [-0.965220, -1.817135, -4.612621], [-2.031086, -2.699270, -4.723539], [-2.208851, -3.684563, -3.764288], [-1.304724, -3.820112, -2.719462], [1.581665, -4.703540, 0.279152], [-0.124718, -4.740964, -0.039407], [1.974617, -5.734085, -2.066469], [0.234932, -6.013488, -2.155369], [4.082648, -6.971289, -1.636950], [6.252516, -6.280743, -0.711897], [6.504701, -5.902670, 1.722381], [4.554329, -6.181871, 3.218563], [2.379344, -6.889578, 2.290571], [2.802961, -10.063935, -0.449170], [3.623042, -11.635836, -2.162708], [3.249675, -11.155831, -4.563722], [2.064877, -9.089886, -5.229116], [1.255032, -7.521991, -3.525609], [3.642272, -3.049324, -0.316289], [5.868650, -3.479484, -1.285287], [6.085851, -4.023343, -3.692990], [4.064389, -4.100074, -5.117980], [1.848843, -3.630382, -4.157440], [0.757041, -1.254469, -3.479474], [-0.837721, -1.016043, -5.331444], [-2.734077, -2.604488, -5.542791], [-3.065919, -4.344016, -3.816984], [-1.486785, -4.569706, -1.960404]],
  "forces_ev_per_angstrom": [[-0.033, -0.356, -0.121], [-0.233, -0.157, -0.096], [0.416, 0.047, 0.293], [-0.117, 0.383, -0.235], [0.102, -0.164, 0.191], [-0.040, 0.020, -0.005], [0.003, 0.019, -0.028], [0.010, -0.013, 0.024], [0.030, 0.047, -0.025], [-0.025, -0.059, 0.049], [-0.207, 0.129, -0.233], [0.001, 0.001, -0.011], [-0.020, 0.008, 0.005], [0.007, -0.028, 0.001], [0.019, 0.013, 0.002], [-0.067, -0.021, 0.020], [0.081, -0.021, -0.007], [-0.023, 0.000, 0.026], [-0.023, 0.014, 0.001], [0.004, 0.010, -0.035], [0.063, -0.037, -0.014], [-0.164, 0.049, 0.028], [0.046, -0.254, 0.065], [0.155, 0.142, 0.176], [-0.356, -0.033, -0.352], [-0.090, -0.063, 0.249], [0.391, -0.318, 0.362], [-0.329, -0.132, -0.176], [0.054, -0.093, 0.132], [0.069, 0.089, 0.015], [-0.039, 0.115, -0.029], [0.141, -0.022, 0.041], [0.178, 0.244, -0.278], [-0.057, 0.231, -0.809], [-0.415, 0.205, -0.169], [-0.574, 0.413, -0.716], [-0.013, -0.087, 0.034], [-0.098, -0.064, -0.071], [-0.214, 0.413, -0.499], [0.038, 0.070, -0.086], [0.009, 0.011, 0.005], [0.027, 0.016, -0.004], [0.021, 0.013, -0.023], [0.022, 0.001, 0.000], [0.003, -0.007, -0.007], [0.008, -0.001, 0.011], [0.016, -0.041, 0.000], [0.030, 0.063, 0.088], [0.029, 0.062, -0.063], [-0.010, -0.079, 0.007], [-0.013, 0.001, 0.000], [-0.005, 0.006, -0.014], [-0.010, 0.004, -0.017], [-0.020, 0.035, 0.009], [-0.007, 0.075, 0.000], [-0.074, 0.018, -0.038], [-1.293, 0.255, -0.638], [0.002, 0.038, 0.016], [-0.002, 0.011, 0.028], [-0.026, 0.019, -0.018], [-0.032, 0.010, 0.021], [-0.010, -0.038, -0.004], [0.362, -0.221, 0.607], [-0.111, -0.072, -0.165], [0.128, 0.160, 0.214], [-0.048, 0.141, 0.386], [-0.093, -0.119, 0.012], [0.157, 0.080, -0.126], [-0.095, -0.177, 0.445], [0.086, 0.129, -0.131], [1.194, -0.328, 0.344], [0.616, -0.083, 0.478], [0.039, -0.002, 0.031], [-0.057, -0.006, -0.008], [-0.040, 0.007, -0.078], [0.260, -0.118, 0.420], [1.036, -0.115, -0.478], [-0.030, 0.000, -0.001], [-0.082, 0.107, -0.073], [0.068, -0.026, 0.052], [-0.025, -0.013, 0.029], [0.011, 0.062, -0.062], [0.042, -0.020, 0.077], [-0.029, 0.056, 0.031], [-0.068, -0.073, 0.039], [-0.015, 0.005, -0.010], [0.003, 0.007, -0.019], [-0.030, -0.004, -0.050], [0.044, 0.058, 0.056], [0.025, -0.054, 0.020], [-0.019, -0.070, 0.638], [0.018, -0.152, 0.134], [0.054, 0.017, 0.030], [-0.636, 0.004, 0.541], [-0.034, -0.007, -0.060], [-0.009, -0.055, -0.050], [-0.017, -0.016, -0.035], [0.042, 0.016, -0.026], [0.009, 0.010, -0.020], [-0.028, 0.006, -0.010], [-0.021, 0.003, 0.032], [-0.019, 0.008, -0.004], [-0.004, -0.014, 0.037], [-0.022, -0.044, 0.013], [-0.027, -0.005, -0.004], [0.003, 0.011, 0.014], [0.000, -0.013, 0.000], [0.000, 0.011, -0.017], [-0.069, 0.080, 0.040], [-0.015, -0.005, 0.009], [0.001, -0.012, 0.005], [0.017, -0.015, 0.026], [-0.006, -0.047, -0.020], [-0.098, 0.042, -0.082], [-0.019, 0.034, 0.004], [0.072, -0.004, -0.098], [0.022, -0.034, 0.039], [-0.023, -0.024, -0.028], [-0.001, -0.004, 0.015], [0.004, -0.001, -0.004], [0.031, 0.029, 0.017], [-0.094, 0.015, -0.035], [0.014, -0.058, 0.063], [-0.023, 0.042, 0.025], [0.003, -0.002, -0.006], [-0.004, -0.002, -0.009], [0.012, -0.025, -0.010], [-0.030, 0.069, 0.022], [0.180, -0.618, -0.408], [-0.006, 0.063, 0.081], [-0.054, 0.029, -0.007], [0.020, 0.008, -0.043], [0.034, -0.015, 0.033], [-0.036, 0.021, -0.046], [0.022, -0.021, 0.033], [0.069, 0.168, 0.018], [-0.035, -0.036, 0.052], [0.014, 0.002, -0.021], [0.001, -0.009, -0.016], [0.004, -0.016, -0.048], [-0.007, -0.034, -0.021], [-0.032, 0.052, 0.043], [0.010, 0.005, 0.037], [-0.012, -0.025, -0.017], [-0.020, 0.005, 0.013], [0.010, -0.013, 0.002], [-0.002, -0.007, 0.000], [-0.005, 0.017, 0.005], [-0.017, 0.011, -0.002], [0.024, 0.001, 0.026], [0.017, -0.033, -0.012], [-0.002, 0.000, 0.008], [0.009, 0.005, 0.001], [-0.009, 0.003, 0.002], [0.006, 0.000, -0.004], [0.048, 0.014, 0.001], [-0.013, -0.014, 0.022], [0.000, 0.024, -0.009], [-0.005, -0.005, 0.004], [-0.020, -0.005, -0.006], [0.019, 0.036, -0.041], [0.013, 0.001, 0.004], [0.001, 0.001, 0.009], [0.001, 0.012, 0.015], [0.013, -0.010, -0.007]],
  "multiplicity": 1,
  "charge": -1,
  "orbital_gap_ev": 5.47
}